# C2H2O2S

An isolated molecule of C2H2O2S in a non-equilibrium geometry (the ωB97M-V functional and the def2-TZVPD basis, the Open Molecules 2025 dataset).

Properties
Frontier orbital gap (spin up / spin down): 8.89 / 7.93 eV
LUMO level (spin up / spin down): -0.00752 / -0.04061 Eh
E_HOMO (spin up / spin down): -0.334 / -0.332 Ha

```
! RIJCOSX wB97M-V def2-TZVPD def2/J DEFGRID3
* xyz 0 1
C -0.182 0.326 0.385
C -0.721 -0.493 -0.677
O 2.207 0.258 -0.716
O -0.436 -1.076 0.499
S 1.613 0.491 0.617
H -0.772 1.022 0.973
H -1.710 -0.528 -1.081
*
```

Quick look at the Löwdin charges, all values in e: atom 1 (C): -0.49, atom 2 (C): -0.06, atom 3 (O): -0.54, atom 4 (O): -0.06, atom 5 (S): 0.95, atom 6 (H): 0.10, atom 7 (H): 0.10

=====

# C2H2O2S2

An isolated molecule of C2H2O2S2 in a non-equilibrium geometry (the ωB97M-V functional and the def2-TZVPD basis, the Open Molecules 2025 dataset).

Properties
Frontier orbital gap: 9.01 eV
Structure (SMILES): O=C(S)C(=O)S
LUMO level: -0.04217 Eh
E_HOMO: -0.373 Ha

```
! RIJCOSX wB97M-V def2-TZVPD def2/J DEFGRID3
* xyz 0 1
C -0.478 -0.506 0.058
C 0.504 0.495 -0.033
H -1.717 1.194 -0.612
H 1.786 -1.307 0.238
O -0.128 -1.580 0.331
O 0.140 1.652 0.427
S -2.236 0.055 -0.181
S 2.128 -0.003 -0.229
*
```

Quick look at the Löwdin charges, all values in e: atom 1 (C): -0.79, atom 2 (C): -0.80, atom 3 (H): -0.14, atom 4 (H): -0.02, atom 5 (O): 0.04, atom 6 (O): -0.05, atom 7 (S): 0.85, atom 8 (S): 0.91

=====

# C2H2O2S2

An isolated molecule of C2H2O2S2 in a non-equilibrium geometry (the ωB97M-V functional and the def2-TZVPD basis, the Open Molecules 2025 dataset).

Properties
Frontier orbital gap: 8.23 eV
Structure (SMILES): O=C(O)C(=S)S
LUMO level: -0.05420 Eh
E_HOMO: -0.357 Ha

```
! RIJCOSX wB97M-V def2-TZVPD def2/J DEFGRID3
* xyz 0 1
C 0.511 0.059 0.027
C -0.883 -0.617 -0.064
H 2.598 0.333 0.151
H -1.606 1.124 0.197
O -1.995 0.128 0.005
O -1.002 -1.789 -0.148
S 1.928 -0.884 -0.049
S 0.450 1.647 -0.120
*
```

Quick look at the Löwdin charges, all values in e: atom 1 (C): -1.13, atom 2 (C): -0.66, atom 3 (H): -0.07, atom 4 (H): 0.09, atom 5 (O): 0.02, atom 6 (O): 0.11, atom 7 (S): 0.84, atom 8 (S): 0.78

=====

# C2H2O2S2

An isolated molecule of C2H2O2S2 in a non-equilibrium geometry (the ωB97M-V functional and the def2-TZVPD basis, the Open Molecules 2025 dataset).

Properties
Frontier orbital gap: 8.12 eV
Structure (SMILES): O=C(O)C(=S)S
LUMO level: -0.05372 Eh
E_HOMO: -0.352 Ha

```
! RIJCOSX wB97M-V def2-TZVPD def2/J DEFGRID3
* xyz 0 1
C -0.297 -0.153 -0.074
C 1.313 -0.169 0.034
H -1.995 1.465 0.036
H 0.872 -2.091 -0.202
O 1.660 -1.418 -0.273
O 2.003 0.727 0.327
S -0.603 1.699 -0.120
S -1.539 -1.193 0.118
*
```

Quick look at the Löwdin charges, all values in e: atom 1 (C): -0.99, atom 2 (C): -0.64, atom 3 (H): -0.10, atom 4 (H): 0.13, atom 5 (O): 0.06, atom 6 (O): 0.13, atom 7 (S): 0.72, atom 8 (S): 0.69

=====

# C2H2O3

An isolated molecule of C2H2O3 in a non-equilibrium geometry (the ωB97M-V functional and the def2-TZVPD basis, the Open Molecules 2025 dataset).

Properties
Frontier orbital gap: 10.08 eV
Structure (SMILES): O=CC(=O)O
LUMO level: -0.02351 Eh
E_HOMO: -0.394 Ha

```
! RIJCOSX wB97M-V def2-TZVPD def2/J DEFGRID3
* xyz 0 1
C -0.704 -0.029 -0.145
C 0.642 0.624 0.132
H 0.236 -1.697 0.204
H 0.405 1.761 0.180
O -0.665 -1.364 -0.121
O -1.597 0.686 -0.482
O 1.684 0.018 0.232
*
```

Quick look at the Löwdin charges, all values in e: atom 1 (C): -0.51, atom 2 (C): -0.15, atom 3 (H): 0.15, atom 4 (H): 0.16, atom 5 (O): 0.12, atom 6 (O): 0.14, atom 7 (O): 0.09

=====

# C2H2O3

A cluster of 2 separate species, C2H2O3 in total in a non-equilibrium geometry (the ωB97M-V functional and the def2-TZVPD basis, the Open Molecules 2025 dataset).

Properties
Frontier orbital gap: 8.62 eV
LUMO level: 0.01467 Eh
E_HOMO: -0.302 Ha

```
! RIJCOSX wB97M-V def2-TZVPD def2/J DEFGRID3
* xyz 0 1
C -0.077 1.424 -0.220
C 0.373 -0.772 -0.177
O -0.577 1.706 0.754
O 1.179 -1.207 -0.938
O -0.447 -1.144 0.813
H 0.231 2.059 -1.102
H -0.683 -2.065 0.869
*
```

Quick look at the Löwdin charges, all values in e: atom 1 (C): -0.10, atom 2 (C): -0.37, atom 3 (O): 0.08, atom 4 (O): 0.08, atom 5 (O): 0.09, atom 6 (H): 0.10, atom 7 (H): 0.11

=====

In kcal per mole, the relative energy (zero: lowest compared OMol25 entry of this formula, charge and spin) values for the records above are, in order, 102.5, 30.8, 14.9, 22.9, 9.1, 62.8.
In Ha, the calculated total energy values for the records above are, in order, -625.89896, -1024.21357, -1024.23889, -1024.22611, -303.11578, -303.03028.